23
Properties=species:S:1:pos:R:3:forces:R:3 method="wB97M-V/def2-TZVPD" homo_energy_ev=-7.60 lumo_energy_ev=0.15 total_charge=0 relative_energy_kcal_mol=135.7 fmax_ha_per_bohr=0.107 molar_mass_g_mol=161.20
C 0.9340 -1.7078 2.4244 -0.5 -1.3 0.1
C 2.1224 -1.2294 2.0295 -1.4 -0.5 1.5
C -0.0294 -1.1196 1.5282 -2.1 -0.7 -0.2
C 0.7246 -0.1610 0.6913 -1.1 0.3 0.8
C -1.3433 -1.4959 1.3611 0.5 1.1 -0.4
C -2.2708 -0.8846 0.4434 3.0 1.6 -0.4
C -2.0974 0.1370 -0.3651 -0.4 1.2 -0.7
C -2.2196 1.1773 -1.1640 -1.4 -1.4 3.5
C 1.2066 0.9559 -2.3999 -5.3 1.4 0.9
C 0.8912 1.5746 -0.9834 1.7 -0.4 1.2
N 0.2447 0.6260 -0.1561 0.8 -2.2 1.0
O 2.0124 -0.2018 1.1386 1.8 -0.2 -0.7
H 0.6320 -2.5079 3.1637 0.9 1.1 -1.0
H 3.0385 -1.5845 2.4188 1.2 0.5 -0.1
H -1.8898 -2.2717 1.8766 0.9 -0.3 0.8
H -3.2089 -1.2263 0.3001 -3.0 -1.8 0.0
H -2.6308 2.0198 -0.6020 0.2 0.4 -1.2
H -1.8035 1.0034 -2.0870 0.5 0.8 -2.3
H 0.5320 0.1024 -2.7075 0.9 0.8 0.7
H 0.9388 1.7716 -3.0385 0.0 0.4 -1.0
H 2.1875 0.7972 -2.5037 3.6 -1.1 -0.3
H 1.9405 1.8911 -0.5535 -2.0 -0.1 -0.6
H 0.0882 2.3340 -0.8150 1.2 0.6 -1.6